Formula: C36H76Br2N7
Source: the Open Molecules 2025 dataset
Level of theory: ωB97M-V with the def2-TZVPD basis set

Element x y z (Å)
C  -0.496  -5.329  1.110
C  0.821  -5.948  0.774
N  1.810  -5.935  1.865
C  3.007  -5.135  1.879
C  3.747  -5.496  2.951
N  2.930  -6.341  3.677
C  1.826  -6.554  3.015
C  3.143  -6.926  5.002
H  -0.406  -4.365  1.560
H  -0.946  -5.950  1.921
H  -1.235  -5.271  0.314
H  1.299  -5.266  0.042
H  0.767  -6.993  0.505
H  3.137  -4.417  1.119
H  4.715  -5.205  3.369
H  1.018  -7.175  3.358
H  3.553  -6.138  5.630
H  3.802  -7.782  5.034
H  2.216  -7.192  5.473
C  2.529  0.621  5.007
C  1.646  0.840  3.794
N  2.456  1.082  2.541
C  2.460  2.255  1.856
C  3.305  2.048  0.830
N  3.781  0.775  0.926
C  3.198  0.229  1.992
C  4.546  0.072  -0.142
H  3.032  1.538  5.257
H  3.315  -0.094  4.826
H  1.913  0.355  5.883
H  0.997  1.724  4.008
H  1.076  -0.087  3.589
H  1.762  3.029  2.034
H  3.612  2.654  -0.021
H  3.260  -0.785  2.333
H  5.611  0.106  -0.099
H  4.138  0.531  -1.053
H  4.240  -1.007  -0.171
C  -1.272  -2.706  4.585
C  -2.204  -2.289  3.491
C  -1.403  -1.630  2.423
N  -2.305  -1.119  1.294
C  -2.927  -2.334  0.645
C  -1.598  -0.377  0.208
C  -2.726  0.409  -0.538
C  -3.740  0.721  0.653
C  -3.288  -0.153  1.845
H  -1.777  -3.398  5.268
H  -0.884  -1.789  5.077
H  -0.380  -3.266  4.245
H  -2.972  -1.670  3.957
H  -2.771  -3.196  3.107
H  -0.646  -2.247  1.886
H  -0.905  -0.752  2.849
H  -3.455  -2.993  1.418
H  -2.062  -2.766  0.144
H  -3.740  -2.006  -0.033
H  -1.076  -1.158  -0.345
H  -0.956  0.421  0.626
H  -3.145  -0.186  -1.368
H  -2.379  1.338  -0.969
H  -4.803  0.484  0.393
H  -3.675  1.804  0.832
H  -4.064  -0.733  2.343
H  -2.793  0.450  2.603
C  -0.294  0.336  -4.159
C  0.010  -1.124  -4.681
C  1.391  -1.573  -4.088
N  1.664  -3.104  -4.278
C  0.803  -3.931  -3.397
C  3.110  -3.384  -3.834
C  3.324  -4.780  -4.558
C  2.430  -4.826  -5.717
C  1.677  -3.483  -5.655
H  0.635  0.950  -4.285
H  -0.455  0.243  -3.080
H  -1.038  0.821  -4.716
H  -0.017  -1.135  -5.785
H  -0.849  -1.673  -4.288
H  1.529  -1.447  -2.979
H  2.145  -0.996  -4.615
H  1.039  -4.929  -3.731
H  -0.245  -3.688  -3.535
H  1.060  -3.662  -2.372
H  3.092  -3.393  -2.748
H  3.647  -2.565  -4.303
H  3.133  -5.586  -3.810
H  4.373  -4.876  -4.841
H  1.713  -5.627  -5.741
H  2.952  -4.802  -6.657
H  0.692  -3.366  -6.080
H  2.276  -2.699  -6.215
C  0.159  6.755  -2.950
C  -0.650  7.514  -1.936
C  -2.038  7.004  -1.769
N  -2.897  7.674  -0.648
C  -2.912  9.178  -0.796
C  -2.479  7.214  0.707
C  -3.645  7.397  1.636
C  -4.904  7.427  0.754
C  -4.381  7.238  -0.768
H  -0.415  6.822  -3.856
H  0.354  5.734  -2.756
H  1.134  7.150  -3.140
H  -0.718  8.560  -2.282
H  -0.203  7.390  -0.952
H  -2.071  5.921  -1.596
H  -2.660  7.137  -2.663
H  -1.957  9.642  -0.511
H  -3.656  9.661  -0.059
H  -3.189  9.440  -1.824
H  -1.566  7.762  0.956
H  -2.201  6.169  0.622
H  -3.529  8.263  2.279
H  -3.745  6.569  2.311
H  -5.412  8.430  0.907
H  -5.628  6.664  1.005
H  -4.814  7.910  -1.552
H  -4.402  6.208  -1.140
Br  1.849  -2.556  -0.130
Br  -0.858  2.700  1.676

Values from the calculation:
- E_HOMO (eV) = -13.4579
- gap between HOMO and LUMO (eV) = 8.175
- charge = +3
- energy (a.u.) = -6947.77430
- max |F| (eV/A) = 5.583

---

Formula: C36H76BrClFN2O6
Source: the Open Molecules 2025 dataset
Level of theory: ωB97M-V with the def2-TZVPD basis set

Element x y z (Å)
C  -4.609  -2.128  1.218
C  -3.535  -1.340  0.423
C  -2.339  -1.058  1.369
Cl  -1.390  -2.568  1.581
C  -1.469  0.136  1.014
C  -1.147  0.999  2.067
C  -0.379  2.109  1.827
C  -0.085  3.057  2.992
C  -1.158  4.179  2.963
F  -0.238  2.350  4.166
N  0.085  2.345  0.596
Br  1.147  3.845  0.283
C  -0.186  1.544  -0.449
C  -0.958  0.441  -0.259
C  -1.249  -0.401  -1.491
C  -2.513  0.192  -2.140
N  -2.570  1.446  -2.317
H  -5.362  -1.460  1.652
H  -5.136  -2.851  0.586
H  -4.134  -2.670  2.046
H  -3.193  -1.924  -0.435
H  -3.953  -0.377  0.101
H  -2.779  -0.831  2.349
H  -1.522  0.764  3.058
H  0.923  3.479  2.943
H  -1.980  3.848  3.608
H  -0.760  5.151  3.267
H  -1.584  4.297  1.956
H  0.213  1.829  -1.418
H  -1.382  -1.461  -1.261
H  -0.412  -0.326  -2.199
H  -3.368  -0.437  -2.424
H  -3.459  1.705  -2.746
C  1.453  -0.284  3.803
C  1.904  -1.679  4.205
O  3.277  -1.922  3.971
C  4.191  -1.077  4.651
C  4.074  -1.142  6.163
H  1.666  -0.106  2.744
H  0.384  -0.169  3.972
H  1.964  0.492  4.375
H  1.360  -2.413  3.611
H  1.654  -1.881  5.252
H  4.092  -0.045  4.294
H  5.187  -1.411  4.358
H  3.095  -0.811  6.514
H  4.829  -0.506  6.628
H  4.218  -2.166  6.512
C  -1.595  1.730  -8.656
C  -2.356  1.181  -7.462
O  -1.554  0.406  -6.582
C  -0.455  1.070  -5.990
C  -0.849  2.272  -5.146
H  -1.140  0.916  -9.224
H  -2.270  2.282  -9.311
H  -0.794  2.407  -8.356
H  -3.144  0.520  -7.823
H  -2.854  1.986  -6.912
H  0.276  1.353  -6.755
H  0.036  0.331  -5.352
H  -1.340  3.045  -5.738
H  0.034  2.716  -4.682
H  -1.543  1.970  -4.360
C  -7.062  3.612  -6.762
C  -6.582  3.880  -8.179
O  -5.872  2.799  -8.756
C  -6.582  1.576  -8.878
C  -7.831  1.680  -9.736
H  -6.217  3.365  -6.115
H  -7.565  4.493  -6.361
H  -7.764  2.779  -6.718
H  -5.891  4.723  -8.167
H  -7.418  4.173  -8.823
H  -6.820  1.176  -7.886
H  -5.892  0.867  -9.339
H  -8.560  2.374  -9.316
H  -8.310  0.705  -9.826
H  -7.577  2.038  -10.735
C  10.136  -2.777  4.299
C  9.528  -4.160  4.135
O  8.197  -4.261  4.613
C  7.244  -3.414  4.000
C  7.097  -3.636  2.504
H  10.119  -2.476  5.348
H  11.169  -2.775  3.950
H  9.592  -2.021  3.731
H  10.111  -4.876  4.714
H  9.583  -4.488  3.091
H  7.476  -2.364  4.220
H  6.290  -3.630  4.484
H  8.023  -3.428  1.966
H  6.321  -2.983  2.100
H  6.824  -4.672  2.299
C  3.334  -4.410  -4.087
C  2.164  -3.448  -3.971
O  1.704  -3.264  -2.640
C  2.644  -2.744  -1.716
C  3.180  -1.374  -2.100
H  3.069  -5.384  -3.672
H  3.614  -4.538  -5.132
H  4.213  -4.052  -3.548
H  1.318  -3.848  -4.530
H  2.408  -2.482  -4.426
H  3.462  -3.455  -1.565
H  2.120  -2.667  -0.761
H  3.720  -1.395  -3.047
H  3.864  -1.008  -1.332
H  2.358  -0.659  -2.207
C  -1.456  0.152  6.941
C  -2.619  1.121  7.080
O  -3.065  1.292  8.408
C  -2.113  1.795  9.332
C  -1.565  3.164  8.964
H  -1.723  -0.826  7.346
H  -1.185  0.036  5.889
H  -0.570  0.497  7.476
H  -3.474  0.733  6.523
H  -2.371  2.092  6.634
H  -1.300  1.073  9.469
H  -2.630  1.864  10.289
H  -1.030  3.149  8.012
H  -0.872  3.511  9.731
H  -2.377  3.887  8.873

Values from the calculation:
- E_HOMO (eV) = -10.9216
- gap between HOMO and LUMO (eV) = 6.701
- charge = +1
- energy (a.u.) = -5111.90688
- max |F| (eV/A) = 1.708

---

Formula: C36H76F6HgN4O4P
Source: the Open Molecules 2025 dataset
Level of theory: ωB97M-V with the def2-TZVPD basis set

Element x y z (Å)
Hg  -17.905  -9.193  17.549
P  -15.029  -7.154  19.855
F  -13.574  -7.636  20.335
F  -15.509  -6.837  21.441
F  -14.467  -5.669  19.557
F  -16.594  -6.724  19.348
F  -14.717  -7.736  18.316
F  -15.555  -8.677  20.093
C  -6.644  -1.407  24.610
C  -6.732  -1.543  23.048
C  -5.738  -2.570  22.606
C  -5.915  -3.098  21.152
C  -7.277  -3.782  21.106
C  -8.387  -2.764  21.413
N  -8.104  -2.036  22.724
O  -9.128  -1.176  23.145
C  -8.649  -1.822  20.220
C  -9.628  -3.564  21.604
C  -6.534  -0.146  22.401
H  -7.299  -0.624  24.993
H  -5.680  -0.944  24.820
H  -6.874  -2.334  25.136
H  -4.670  -2.438  22.782
H  -5.881  -3.430  23.260
H  -5.016  -3.655  20.889
H  -5.902  -2.271  20.442
H  -7.394  -4.501  21.917
H  -7.297  -4.093  20.062
H  -9.285  -0.989  20.518
H  -7.687  -1.432  19.888
H  -9.076  -2.352  19.369
H  -10.482  -2.996  21.974
H  -10.052  -4.001  20.700
H  -9.385  -4.363  22.304
H  -7.384  0.531  22.489
H  -6.577  -0.242  21.316
H  -5.629  0.383  22.699
H  -9.840  -1.708  23.507
C  -6.614  -10.717  22.387
C  -7.623  -10.705  23.547
C  -8.999  -10.182  23.144
C  -10.114  -10.369  24.194
C  -10.214  -11.832  24.502
C  -8.950  -12.535  24.976
N  -7.745  -12.059  24.137
O  -6.491  -12.670  24.431
C  -8.631  -12.239  26.462
C  -9.202  -14.084  24.783
C  -6.989  -9.705  24.617
H  -6.636  -9.794  21.808
H  -6.991  -11.558  21.804
H  -5.626  -10.865  22.822
H  -8.921  -9.108  22.972
H  -9.213  -10.642  22.179
H  -11.067  -9.847  24.110
H  -9.702  -9.863  25.067
H  -10.639  -12.386  23.665
H  -10.948  -11.848  25.308
H  -9.470  -11.710  26.915
H  -8.172  -13.032  27.052
H  -7.898  -11.492  26.768
H  -10.176  -14.306  25.219
H  -9.261  -14.439  23.754
H  -8.344  -14.674  25.105
H  -7.246  -8.665  24.414
H  -5.905  -9.821  24.591
H  -7.227  -9.922  25.658
H  -5.981  -12.281  23.717
C  -20.049  -5.653  13.625
C  -20.157  -7.130  14.180
C  -21.335  -7.715  13.418
C  -21.126  -8.432  12.079
C  -19.992  -9.438  12.194
C  -18.687  -8.773  12.749
N  -18.972  -8.044  14.006
O  -17.806  -7.455  14.636
C  -17.746  -10.013  12.969
C  -18.240  -7.788  11.672
C  -20.529  -6.816  15.608
H  -19.374  -5.024  14.205
H  -20.980  -5.090  13.688
H  -19.634  -5.603  12.618
H  -21.889  -8.451  13.999
H  -22.079  -6.921  13.365
H  -20.979  -7.642  11.344
H  -22.048  -8.944  11.804
H  -19.865  -9.871  11.202
H  -20.360  -10.182  12.900
H  -17.404  -10.448  12.031
H  -16.841  -9.739  13.511
H  -18.134  -10.827  13.581
H  -17.907  -8.284  10.760
H  -18.895  -7.003  11.293
H  -17.338  -7.331  12.080
H  -21.526  -6.376  15.620
H  -19.825  -6.159  16.119
H  -20.621  -7.750  16.162
H  -17.587  -6.670  14.128
C  -12.661  -5.039  29.123
C  -13.733  -4.175  28.372
C  -15.099  -4.768  28.703
C  -15.627  -4.387  30.032
C  -15.592  -2.909  30.279
C  -14.116  -2.368  30.116
N  -13.624  -2.766  28.788
O  -12.507  -2.102  28.381
C  -14.089  -0.798  30.243
C  -13.404  -2.827  31.404
C  -13.486  -4.371  26.855
H  -11.652  -4.665  28.953
H  -12.848  -5.137  30.192
H  -12.488  -6.061  28.784
H  -15.831  -4.439  27.966
H  -15.008  -5.852  28.778
H  -16.651  -4.758  30.001
H  -15.090  -4.869  30.849
H  -16.075  -2.743  31.242
H  -16.106  -2.440  29.441
H  -13.277  -0.190  30.643
H  -14.990  -0.404  30.712
H  -14.199  -0.302  29.279
H  -13.788  -2.382  32.321
H  -12.385  -2.470  31.256
H  -13.363  -3.874  31.704
H  -12.525  -3.898  26.654
H  -13.410  -5.409  26.530
H  -14.319  -3.981  26.269
H  -12.775  -1.208  28.156

Values from the calculation:
- energy relative to the best compared isomer or geometry (same formula, charge and spin) (kcal per mole) = 32.71
- E_HOMO (eV) = -9.6160
- gap between HOMO and LUMO (eV) = 1.032
- charge = +1
- energy (a.u.) = -3030.65769
- max |F| (eV/A) = 2.688